The following is a DFT calculation (ωB97M-V/def2-TZVPD) of C37H29ClN4O6Y as an isolated structure.

Last column: Löwdin charge in e.
Atoms and positions in Å:
1 Y 0.375 0.268 0.035  1.5365
2 O -1.528 -6.655 3.901  0.1377
3 C -1.534 -5.322 4.080  -0.4771
4 O -1.619 -4.849 5.175  0.1428
5 C -1.412 -4.458 2.853  -0.1198
6 C -1.858 -3.145 2.969  0.0117
7 C -1.733 -2.277 1.903  -0.0134
8 C -1.166 -2.720 0.713  -0.2712
9 C -0.710 -4.024 0.587  -0.0027
10 C -0.839 -4.890 1.663  -0.0022
11 N -1.001 -1.765 -0.328  0.0176
12 C -1.377 -2.034 -1.510  -0.0371
13 C -1.159 -1.057 -2.584  -0.2593
14 C -1.735 -1.220 -3.824  0.0126
15 C -1.554 -0.219 -4.776  -0.0152
16 C -0.811 0.892 -4.433  -0.0052
17 C -0.248 0.972 -3.161  -0.0777
18 N -0.406 0.012 -2.253  0.0271
19 H -1.586 -6.889 2.968  0.1026
20 H -2.289 -2.822 3.907  0.1323
21 H -2.098 -1.257 1.966  0.1037
22 H -0.215 -4.342 -0.322  0.1237
23 H -0.438 -5.892 1.569  0.1241
24 H -1.886 -2.968 -1.754  0.1504
25 H -2.326 -2.100 -4.041  0.1274
26 H -2.001 -0.307 -5.756  0.1258
27 H -0.659 1.705 -5.129  0.1290
28 H 0.317 1.845 -2.858  0.0946
29 N 0.725 3.953 -1.944  0.1155
30 C 0.542 3.488 -0.565  -0.5561
31 C 1.349 4.380 0.370  0.0136
32 C 0.806 5.254 1.211  0.0116
33 C -0.707 5.263 1.339  -0.1987
34 C -1.043 4.030 2.171  -0.0653
35 C -1.099 3.771 3.524  0.0452
36 C -1.213 2.437 3.912  -0.0385
37 C -1.192 1.457 2.939  -0.1204
38 N -1.105 1.702 1.623  0.0508
39 C -1.093 2.990 1.263  -0.1378
40 H 0.534 4.951 -1.989  0.1011
41 H 1.714 3.844 -2.152  0.0991
42 H 2.423 4.272 0.253  0.1244
43 H 1.402 5.890 1.854  0.1179
44 H -1.132 6.201 1.685  0.1626
45 H -1.032 4.559 4.263  0.1315
46 H -1.254 2.158 4.954  0.1003
47 H -1.218 0.414 3.227  0.0968
48 O -1.285 4.943 0.072  0.0024
49 C -0.975 3.559 -0.145  -0.2562
50 O 0.970 2.185 -0.475  -0.2923
51 C -1.941 2.989 -1.160  -0.1128
52 C -2.649 1.813 -0.941  -0.0413
53 C -3.514 1.264 -1.898  0.0174
54 C -3.644 1.952 -3.073  -0.2320
55 O -4.362 1.624 -4.187  0.0309
56 C -4.368 2.821 -4.974  -0.1118
57 O -3.258 3.606 -4.544  0.0396
58 C -2.973 3.148 -3.286  -0.2045
59 C -2.129 3.697 -2.360  0.0792
60 H -2.577 1.306 0.011  0.0891
61 H -4.071 0.357 -1.708  0.1269
62 H -5.297 3.368 -4.788  0.1455
63 H -4.249 2.566 -6.023  0.1411
64 H -1.642 4.638 -2.554  0.1305
65 Cl 1.391 1.612 6.174  0.6855
66 C 1.633 0.912 4.600  -0.6838
67 C 2.141 1.689 3.576  -0.1003
68 C 2.361 1.119 2.330  -0.0709
69 C 2.113 -0.245 2.087  -0.4014
70 C 2.328 -0.827 0.755  -0.2336
71 C 1.530 -0.980 3.137  -0.0556
72 C 1.308 -0.419 4.383  -0.1052
73 H 2.377 2.731 3.750  0.1135
74 H 2.791 1.728 1.543  0.1086
75 H 2.372 -1.916 0.777  0.0428
76 H 3.201 -0.420 0.242  0.0501
77 H 1.309 -2.032 2.987  0.1122
78 H 0.909 -1.015 5.194  0.1141

- Kohn-Sham gap: 5.971 eV
- Total charge: +1
- Total energy: -2596.26347 Ha
- Energy relative to the best compared isomer or geometry (same formula, charge and spin): 3.005 eV
- Highest occupied orbital energy: -10.0 eV
- Max |F|: 0.0200 Eh/bohr
- LUMO level: -4.046 eV

The following is a DFT calculation (ωB97M-V/def2-TZVPD) of a 3-piece molecular cluster, C5H16NO overall.

Last column: natural (NBO) charge in e.
Atoms and positions in Å:
1 C 1.437 0.785 0.303  -0.6190
2 C 1.098 -0.581 -0.348  -0.3667
3 C 0.188 -1.514 0.604  -0.2556
4 C -0.335 -0.878 1.857  -0.4522
5 C -1.045 -1.950 -0.270  -0.6091
6 N -0.011 2.394 -2.167  -0.9074
7 H 0.602 1.552 0.567  0.2328
8 H 2.169 1.205 -0.246  0.2450
9 H 1.968 0.499 1.172  0.2126
10 H 2.093 -1.100 -0.434  0.2385
11 H 0.822 -2.438 0.765  0.3459
12 H -0.979 0.052 1.563  0.3049
13 H 0.492 -0.434 2.504  0.2725
14 H -1.011 -1.512 2.446  0.2768
15 H -1.523 -2.850 0.100  0.2370
16 H -0.635 -2.236 -1.275  0.2347
17 H -1.818 -1.132 -0.353  0.2413
18 H -2.050 1.462 0.799  0.4721
19 H 0.335 3.387 -2.051  0.3808
20 H 0.603 -0.435 -1.310  0.2448
21 H -0.630 2.257 -1.386  0.3651
22 H -0.428 2.338 -3.081  0.3854
23 O -1.342 1.127 0.239  -0.4802

- Kohn-Sham gap: 4.102 eV
- Total charge: +1
- Total energy: -329.54564 Ha
- Energy relative to the best compared isomer or geometry (same formula, charge and spin): 9.121 eV
- Highest occupied orbital energy: -14.1 eV
- Max |F|: 0.0737 Eh/bohr
- LUMO level: -10.046 eV

The following is a DFT calculation (ωB97M-V/def2-TZVPD) of C47H31Br4O6ReS3 as an isolated structure.

Last column: Löwdin charge in e.
Atoms and positions in Å:
1 Re -0.055 1.590 -0.817  0.9894
2 Br 5.043 6.232 -1.219  0.7774
3 C 3.980 4.708 -1.497  -0.7363
4 C 4.525 3.565 -2.102  -0.7419
5 Br 6.315 3.553 -2.673  0.7678
6 C 3.754 2.416 -2.262  -0.6652
7 Br 4.409 0.821 -3.003  0.8139
8 C 2.442 2.417 -1.818  -0.4136
9 O 1.601 1.372 -1.912  -0.2842
10 C 1.910 3.547 -1.203  -0.3827
11 O 0.634 3.419 -0.785  -0.2619
12 C 2.660 4.704 -1.057  -0.6511
13 Br 1.856 6.146 -0.176  0.8457
14 C -6.282 2.418 -4.566  -0.0328
15 C -5.232 2.312 -3.496  -0.2440
16 C -3.881 2.249 -3.829  -0.0200
17 C -2.909 2.183 -2.848  -0.0787
18 C -3.292 2.172 -1.512  -0.4086
19 C -4.635 2.239 -1.151  -0.0512
20 C -5.592 2.309 -2.146  -0.0131
21 S -2.085 2.012 -0.249  0.7990
22 O -2.796 2.133 1.026  -0.3917
23 C -1.963 -1.092 -0.384  -0.4495
24 C -3.264 -1.192 -0.929  -0.0887
25 C -4.335 -1.280 -0.091  -0.0015
26 C -4.158 -1.234 1.314  -0.1425
27 C -5.270 -1.269 2.196  -0.0175
28 C -5.088 -1.218 3.544  -0.0492
29 C -3.782 -1.130 4.081  -0.0411
30 C -2.695 -1.107 3.262  0.0091
31 C -2.851 -1.155 1.850  -0.1034
32 C -1.729 -1.102 0.970  -0.1762
33 C -0.376 -1.284 1.595  -0.1438
34 C -0.070 -2.641 1.947  -0.1110
35 C -0.857 -3.727 1.472  0.0031
36 C -0.509 -5.016 1.750  -0.0422
37 C 0.626 -5.300 2.542  -0.0479
38 C 1.388 -4.280 3.030  -0.0180
39 C 1.065 -2.932 2.734  -0.1490
40 C 1.860 -1.864 3.221  0.0095
41 C 1.607 -0.588 2.836  -0.0521
42 C 0.517 -0.303 1.968  -0.2578
43 S 0.453 1.408 1.412  0.8470
44 O -0.254 2.265 2.366  -0.3762
45 C 2.160 1.903 1.453  -0.3794
46 C 3.172 1.221 0.792  -0.0765
47 C 4.447 1.754 0.794  -0.0176
48 C 4.720 2.974 1.414  -0.2413
49 C 6.097 3.573 1.381  -0.0335
50 C 3.682 3.641 2.056  -0.0147
51 C 2.399 3.115 2.084  -0.0472
52 H -5.906 2.083 -5.530  0.0820
53 H -6.602 3.456 -4.675  0.0958
54 H -7.163 1.831 -4.311  0.0862
55 H -3.588 2.264 -4.871  0.1227
56 H -1.861 2.158 -3.128  0.0993
57 H -4.907 2.234 -0.105  0.1169
58 H -6.638 2.364 -1.875  0.1246
59 H -3.395 -1.176 -2.002  0.1144
60 H -5.336 -1.365 -0.494  0.1262
61 H -6.264 -1.335 1.774  0.1185
62 H -5.940 -1.240 4.209  0.1125
63 H -3.647 -1.076 5.152  0.1139
64 H -1.705 -1.027 3.690  0.1241
65 H -1.732 -3.537 0.867  0.1213
66 H -1.109 -5.827 1.363  0.1144
67 H 0.884 -6.326 2.764  0.1141
68 H 2.255 -4.482 3.645  0.1200
69 H 2.685 -2.078 3.888  0.1275
70 H 2.235 0.217 3.186  0.1205
71 H 2.977 0.305 0.254  0.1058
72 H 5.240 1.232 0.271  0.1218
73 H 6.757 3.022 0.714  0.0754
74 H 6.538 3.573 2.378  0.0929
75 H 6.056 4.609 1.040  0.0504
76 H 3.873 4.597 2.528  0.1299
77 H 1.589 3.638 2.573  0.1203
78 O 4.091 -5.572 -1.589  0.1331
79 C 2.815 -5.580 -2.026  -0.4720
80 O 2.335 -6.571 -2.489  0.1483
81 C 2.031 -4.302 -1.882  -0.1096
82 C 0.922 -4.145 -2.704  0.0182
83 C 0.139 -3.008 -2.605  -0.0557
84 C 0.455 -2.044 -1.653  -0.4274
85 S -0.680 -0.667 -1.553  0.9994
86 C 1.562 -2.188 -0.831  -0.0604
87 C 2.350 -3.321 -0.953  0.0059
88 H 4.382 -4.680 -1.369  0.1005
89 H 0.686 -4.925 -3.414  0.1330
90 H -0.719 -2.875 -3.250  0.1155
91 H 1.793 -1.451 -0.080  0.0873
92 H 3.184 -3.441 -0.272  0.1254

- Kohn-Sham gap (spin up / spin down): 6.355 / 6.132 eV
- Total charge: +1
- Total energy: -13829.77254 Ha
- Energy relative to the best compared isomer or geometry (same formula, charge and spin): 0.631 eV
- 2S+1: 2
- Highest occupied orbital energy (spin up / spin down): -10.6 / -10.7 eV
- Max |F|: 0.0220 Eh/bohr
- LUMO level (spin up / spin down): -4.210 / -4.559 eV

The following is a DFT calculation (ωB97M-V/def2-TZVPD) of C52H42N6PPbS3 as an isolated structure.

Last column: Löwdin charge in e.
Atoms and positions in Å:
1 Pb 0.468 0.905 0.288  1.2158
2 N 0.630 1.244 5.100  0.1329
3 C -0.206 0.302 5.718  -0.2446
4 C -0.010 -0.022 7.050  -0.0140
5 C -0.823 -0.964 7.668  -0.0708
6 C -1.818 -1.596 6.952  -0.0787
7 C -2.018 -1.281 5.614  -0.0986
8 C -1.224 -0.328 5.009  -0.4253
9 S -1.482 0.079 3.288  1.0333
10 N -0.111 0.935 2.889  -0.3014
11 C 0.705 1.434 3.745  -0.3376
12 C 1.778 2.303 3.242  -0.1943
13 C 2.510 3.145 4.085  0.0083
14 C 3.505 3.939 3.543  -0.0300
15 C 3.729 3.894 2.175  -0.0132
16 C 2.933 3.055 1.411  -0.1441
17 N 1.998 2.277 1.927  0.0194
18 H 1.393 1.568 5.673  0.1266
19 H 0.773 0.472 7.606  0.1158
20 H -0.663 -1.197 8.709  0.1103
21 H -2.444 -2.335 7.426  0.1096
22 H -2.792 -1.767 5.041  0.1119
23 H 2.297 3.217 5.140  0.1115
24 H 4.091 4.585 4.179  0.1184
25 H 4.493 4.495 1.709  0.1170
26 H 3.055 2.992 0.341  0.1068
27 C -4.115 -0.116 0.480  -0.0384
28 C -4.719 1.133 0.405  -0.0300
29 C -3.922 2.258 0.403  0.0152
30 C -2.531 2.124 0.484  -0.2385
31 N -1.970 0.913 0.565  -0.1173
32 C -2.739 -0.166 0.560  -0.2413
33 C -1.644 3.282 0.368  -0.2085
34 C -2.135 4.575 0.574  -0.0334
35 C -1.355 5.678 0.297  -0.0748
36 C -0.083 5.507 -0.220  -0.0730
37 C 0.431 4.227 -0.367  -0.1330
38 C -0.312 3.107 -0.038  -0.2087
39 H -4.696 -1.023 0.469  0.1093
40 H -5.792 1.227 0.332  0.1158
41 H -4.368 3.236 0.307  0.1107
42 H -2.218 -1.111 0.616  0.0877
43 H -3.127 4.725 0.970  0.1055
44 H -1.753 6.668 0.459  0.1068
45 H 0.516 6.364 -0.489  0.1057
46 H 1.426 4.121 -0.767  0.0876
47 N 3.992 0.360 0.835  -0.0402
48 C 5.265 0.353 0.394  -0.0898
49 C 5.210 0.433 -0.975  -0.0433
50 C 3.843 0.476 -1.278  -0.1591
51 N 3.121 0.439 -0.175  -0.0791
52 H 3.667 0.329 1.787  0.1345
53 H 6.095 0.290 1.065  0.1144
54 H 6.026 0.457 -1.665  0.0980
55 H 3.372 0.532 -2.237  -0.0091
56 S 1.789 1.367 -3.904  0.2713
57 P 0.093 0.399 -3.907  0.1646
58 S -0.834 0.102 -2.066  0.3380
59 C -1.183 1.362 -4.782  -0.3965
60 C -1.478 2.620 -4.271  -0.1179
61 C -2.375 3.432 -4.935  -0.0760
62 C -2.971 2.989 -6.106  -0.0807
63 C -2.671 1.735 -6.613  -0.0777
64 C -1.774 0.914 -5.953  -0.0754
65 C 0.148 -1.238 -4.721  -0.3843
66 C 1.183 -1.478 -5.615  -0.1026
67 C 1.234 -2.676 -6.304  -0.0717
68 C 0.265 -3.642 -6.086  -0.0731
69 C -0.762 -3.406 -5.186  -0.0740
70 C -0.829 -2.202 -4.509  -0.1128
71 H -0.996 2.953 -3.360  0.0887
72 H -2.604 4.414 -4.547  0.1047
73 H -3.668 3.626 -6.629  0.1032
74 H -3.131 1.397 -7.530  0.1051
75 H -1.529 -0.064 -6.345  0.1030
76 H 1.933 -0.716 -5.767  0.0712
77 H 2.029 -2.855 -7.014  0.1067
78 H 0.307 -4.579 -6.622  0.1054
79 H -1.517 -4.160 -5.018  0.0988
80 H -1.641 -2.005 -3.826  0.0726
81 C -1.805 -6.075 -2.249  -0.0726
82 C -0.564 -6.082 -1.635  -0.0646
83 C -0.045 -4.919 -1.099  -0.0172
84 C -0.773 -3.738 -1.186  -0.2068
85 C -2.021 -3.728 -1.798  -0.0510
86 C -2.535 -4.900 -2.322  -0.0761
87 C -0.256 -2.503 -0.591  -0.1009
88 C 0.388 -2.256 0.472  0.0591
89 C 1.055 -2.329 1.690  -0.2528
90 C 2.460 -2.269 1.733  -0.0297
91 C 3.120 -2.413 2.932  -0.0676
92 C 2.405 -2.612 4.107  -0.0417
93 C 1.020 -2.690 4.074  -0.0569
94 C 0.340 -2.550 2.883  -0.0332
95 H -2.206 -6.987 -2.664  0.1083
96 H -0.002 -7.001 -1.569  0.1086
97 H 0.920 -4.918 -0.613  0.1182
98 H -2.592 -2.811 -1.836  0.1112
99 H -3.508 -4.899 -2.789  0.1117
100 H -0.540 -1.615 -1.250  -0.0511
101 H 3.006 -2.123 0.815  0.1154
102 H 4.199 -2.383 2.954  0.1114
103 H 2.926 -2.725 5.044  0.1125
104 H 0.468 -2.866 4.984  0.1099
105 H -0.732 -2.646 2.844  0.1065

- Kohn-Sham gap: 5.426 eV
- Total charge: +1
- Total energy: -4063.82749 Ha
- Energy relative to the best compared isomer or geometry (same formula, charge and spin): 1.593 eV
- Highest occupied orbital energy: -9.6 eV
- Max |F|: 0.0204 Eh/bohr
- LUMO level: -4.125 eV

The following is a DFT calculation (ωB97M-V/def2-TZVPD) of a 2-piece molecular cluster, C4H12 overall.

Last column: natural (NBO) charge in e.
Atoms and positions in Å:
1 C 0.481 -0.445 2.098  -0.6224
2 C 0.015 -1.568 1.209  -0.6246
3 H 1.506 -0.444 2.467  0.2090
4 H 0.299 0.585 1.781  0.2087
5 H -0.129 -0.439 3.009  0.2063
6 H 0.427 -1.769 0.212  0.2068
7 H -1.034 -1.471 0.905  0.2083
8 H 0.118 -2.522 1.729  0.2082
9 C 0.032 1.491 -1.128  -0.6192
10 C -0.430 0.516 -2.231  -0.6169
11 H -0.745 2.064 -0.627  0.2051
12 H 0.485 0.844 -0.371  0.2087
13 H 0.780 2.210 -1.452  0.2048
14 H -1.525 0.562 -2.281  0.2043
15 H -0.145 -0.522 -2.116  0.2070
16 H -0.138 0.909 -3.203  0.2056

- SMILES: CC.CC
- Kohn-Sham gap: 12.647 eV
- Total energy: -159.56709 Ha
- Energy relative to the best compared isomer or geometry (same formula, charge and spin): 0.487 eV
- Highest occupied orbital energy: -11.5 eV
- Max |F|: 0.0389 Eh/bohr
- LUMO level: 1.189 eV

The following is a DFT calculation (ωB97M-V/def2-TZVPD) of one molecule with the formula C2H5NOS3.

Last column: natural (NBO) charge in e.
Atoms and positions in Å:
1 C 0.840 -0.876 -0.319  0.7278
2 C -0.718 0.035 -0.019  -0.5889
3 N 1.809 0.012 -0.129  -0.8305
4 O 0.721 -1.972 -0.782  -0.5790
5 S -0.478 0.915 1.653  -0.0278
6 S -0.850 1.083 -1.450  0.0556
7 S -2.021 -1.185 0.289  -0.0076
8 H 1.502 0.791 0.584  0.4237
9 H 2.715 -0.290 -0.165  0.3995
10 H -0.290 2.151 1.152  0.1268
11 H -1.945 1.620 -0.809  0.1302
12 H -1.285 -2.283 -0.006  0.1703

- SMILES: NC(=O)C(S)(S)S
- Kohn-Sham gap: 9.397 eV
- Total energy: -1403.72706 Ha
- Energy relative to the best compared isomer or geometry (same formula, charge and spin): 0.713 eV
- Highest occupied orbital energy: -9.0 eV
- Max |F|: 0.0832 Eh/bohr
- LUMO level: 0.409 eV

The following is a DFT calculation (ωB97M-V/def2-TZVPD) of one molecule with the formula C3H4O3.

Last column: natural (NBO) charge in e.
Atoms and positions in Å:
1 O 0.817 1.556 0.081  -0.4945
2 C 1.314 0.477 -0.105  0.4163
3 C 0.461 -0.783 -0.092  -0.1945
4 O -0.777 -0.431 -0.680  -0.5115
5 C -1.597 0.312 0.102  0.6605
6 O -1.681 0.232 1.295  -0.5667
7 H 2.394 0.363 -0.318  0.1200
8 H 0.905 -1.582 -0.684  0.2090
9 H 0.344 -1.128 0.942  0.2314
10 H -2.180 0.984 -0.541  0.1301

- SMILES: O=CCOC=O
- Kohn-Sham gap: 10.957 eV
- Total energy: -342.40741 Ha
- Energy relative to the best compared isomer or geometry (same formula, charge and spin): 1.320 eV
- Highest occupied orbital energy: -10.3 eV
- Max |F|: 0.0110 Eh/bohr
- LUMO level: 0.615 eV

The following is a DFT calculation (ωB97M-V/def2-TZVPD) of a 2-piece molecular cluster, C5H7FO2 overall.

Last column: natural (NBO) charge in e.
Atoms and positions in Å:
1 C 0.409 0.784 0.554  0.8447
2 C -1.455 0.054 -1.984  -0.4705
3 C -1.404 -1.324 -1.282  -0.4968
4 C -0.243 -0.463 -1.283  0.3169
5 C 1.736 0.677 2.427  -0.2922
6 O -0.300 1.655 0.911  -0.5811
7 O 1.418 0.269 1.064  -0.4904
8 F 0.842 -0.933 -1.953  -0.3554
9 H -1.583 0.033 -2.979  0.2160
10 H -1.912 0.965 -1.517  0.2343
11 H -1.900 -1.741 -0.354  0.2293
12 H -1.313 -2.093 -2.035  0.2232
13 H 1.108 0.122 3.137  0.2047
14 H 1.870 1.739 2.628  0.2138
15 H 2.728 0.255 2.666  0.2036

- Kohn-Sham gap: 9.388 eV
- Total energy: -444.90440 Ha
- Energy relative to the best compared isomer or geometry (same formula, charge and spin): 3.513 eV
- Highest occupied orbital energy: -8.8 eV
- Max |F|: 0.1112 Eh/bohr
- LUMO level: 0.609 eV

Question: Among the records above, which one has the highest energy relative to the best compared isomer or geometry (same formula, charge and spin)?
Answer: C5H16NO

Question: The highest max |F| belongs to which entry?
Answer: C5H7FO2

Question: Among the records above, which one has the lowest energy relative to the best compared isomer or geometry (same formula, charge and spin)?
Answer: C4H12